This record from the OMol25 dataset describes a structure of composition C24H26AlB3Br3Cl4F8MgN4NaO7 in a non-equilibrium geometry. The level of theory is ωB97M-V/def2-TZVPD.

As for the charge: +2. The value obtained for the HOMO energy is -10.882 eV. Its LUMO energy is -9.96 eV. The molar mass is 1122.71 g/mol. For the electronic energy, the calculation gives -346019.4768 eV.

Last column: Mulliken charge in e.
Element x y z (Å)
C1 3.46867 1.04697 -7.28066  -0.355
C2 3.47949 0.62361 -6.13929  -0.088
C3 3.45645 0.35576 -4.66326  0.325
C4 4.69747 0.40652 -3.95119  -0.740
C5 4.74798 0.13475 -2.48959  -0.188
Br1 6.42248 0.19243 -1.56355  -0.011
C6 3.50193 -0.16360 -1.83328  -0.443
C7 2.20525 -0.23009 -2.55833  0.232
N1 1.09022 -0.52034 -1.80940  -0.446
C8 -0.03994 -0.54115 -2.55700  0.665
B1 -1.42672 -0.81172 -1.76447  0.143
N2 -2.37522 -1.82075 -2.14225  0.220
O1 -1.66907 0.00750 -0.63124  -0.687
C9 -0.04329 -0.32426 -4.00456  0.308
C10 -1.42082 -0.40825 -4.75286  -0.644
C11 -2.14053 0.99800 -4.89083  -0.350
C12 -2.88717 1.45203 -3.57394  -0.216
C13 -4.13446 0.42580 -3.30764  -1.578
N3 1.02918 -0.03598 -4.77981  -0.443
C14 2.15413 0.02214 -3.99592  0.181
H1 3.31082 1.26473 -8.35143  0.511
H2 5.61462 0.65633 -4.52506  0.470
H3 3.49482 -0.34767 -0.73365  0.510
H4 -2.03924 -2.77891 -2.07546  -0.163
H5 -3.20555 -1.68452 -1.54919  0.229
H6 -1.33912 -0.45733 0.15968  0.324
H7 -2.08711 -1.20903 -4.36007  0.492
H8 -1.14338 -0.73455 -5.81159  0.357
H9 -1.39484 1.78767 -5.20994  0.228
H10 -2.95809 0.85998 -5.70337  0.109
H11 -2.22149 1.59869 -2.69190  0.437
H12 -3.34716 2.48365 -3.80307  0.181
H13 -4.29666 0.23520 -2.21239  0.677
H14 -5.13131 0.86431 -3.69301  0.552
H15 -4.02732 -0.54810 -3.84430  0.391
Na1 -4.90228 2.49470 -3.33325  0.892
C15 -2.16886 -5.65032 0.03741  0.364
Cl1 -0.95702 -6.75879 0.68463  -0.064
Cl2 -3.72489 -6.45514 -0.15300  -0.124
Cl3 -2.36307 -4.27352 1.13827  -0.093
Cl4 -1.67962 -5.07162 -1.56244  -0.153
O2 -5.58285 -4.73345 1.87584  -0.224
H16 -5.25082 -5.43525 1.28255  0.292
Al1 -1.51313 0.85705 -6.97870  0.267
C16 5.54866 3.56201 4.50032  -0.190
C17 5.69365 4.45358 3.44168  -0.711
C18 5.89507 3.97785 2.15857  -0.272
C19 5.94548 2.60330 1.94520  -0.005
C20 5.81025 1.70498 2.99869  -0.170
C21 5.61174 2.19120 4.27906  -0.592
N4 6.12887 2.09786 0.59596  1.160
O3 6.25939 2.89579 -0.30211  -0.577
O4 6.13291 0.85449 0.43308  -0.651
H17 5.38388 3.93800 5.50402  0.539
H18 5.64489 5.52004 3.62145  0.395
H19 6.00578 4.67840 1.34130  0.436
H20 5.85409 0.63607 2.83538  0.420
H21 5.50103 1.50368 5.10806  0.389
B2 -5.52402 -1.93887 -1.74229  0.323
F1 -5.62901 -1.53005 -3.09939  -0.356
F2 -5.01002 -3.25161 -1.68170  -0.261
F3 -4.62990 -1.04665 -1.05567  -0.463
F4 -6.79462 -1.88664 -1.12249  -0.376
Br2 -8.28110 -3.99492 0.01107  0.177
C22 -9.22334 -5.67053 0.26400  -0.630
C23 -9.87261 -5.73454 1.62305  -0.509
Br3 -8.54759 -6.07851 3.00642  -0.013
H22 -8.50129 -6.46779 0.09576  0.373
H23 -9.97561 -5.69606 -0.52662  0.382
H24 -10.56989 -6.56957 1.67703  0.354
H25 -10.39010 -4.81795 1.89606  0.373
C24 5.83246 3.29226 8.43651  0.827
O5 5.65316 3.19059 9.66757  -0.309
O6 7.09490 3.00096 8.05885  -0.374
O7 5.01731 3.61564 7.56919  -0.366
H26 7.41074 2.80639 8.97147  0.343
B3 3.05093 5.43933 11.16642  0.643
F5 2.08687 6.34257 11.64684  -0.336
F6 2.42282 4.21684 10.81520  -0.312
F7 3.68729 5.98408 10.01840  -0.278
F8 4.02157 5.19772 12.16429  -0.291
Mg1 4.05293 3.20665 -6.21812  0.562